DFT (ωB97M-V/def2-TZVPD) results for C2H7N3OS in the gas phase at a distorted geometry.

Calculated values
Total charge = 0
Calculated total energy = -718.006852 Ha
HOMO energy = -8.672 eV
Frontier orbital gap = 9.415 eV
ΔE to the lowest compared entry with this formula, charge and spin = 43.3 kcal/mol

Last column: Löwdin charge in e.
Geometry (Å):
C1 -0.971 1.495 0.284  -0.105
C2 0.623 -0.180 -0.377  -0.507
H1 -1.367 2.467 -0.109  0.082
H2 -0.559 1.676 1.283  0.074
H3 -1.845 0.725 0.375  0.048
H4 0.684 1.772 -0.993  0.126
H5 0.353 -1.791 0.835  0.076
H6 -2.664 -1.126 0.194  -0.148
H7 3.290 -1.388 -0.324  0.104
N1 0.016 1.013 -0.776  -0.026
N2 -0.237 -1.079 0.363  -0.355
N3 1.915 -0.261 -0.402  0.016
O1 2.389 -1.535 0.068  -0.116
S1 -1.628 -1.788 -0.420  0.731

Atoms 1-3, force components in eV/Å:
-1.33 -0.34 -1.47
0.37 0.23 1.50
0.13 -0.90 0.41

---

DFT (ωB97M-V/def2-TZVPD) results for a molecular structure, C30H70N10O14SZn at a distorted geometry.

Calculated values
Total charge = 0
Calculated total energy = -4963.285086 Ha
HOMO energy = -9.003 eV
Frontier orbital gap = 3.986 eV
ΔE to the lowest compared entry with this formula, charge and spin = 324.0 kcal/mol

Last column: Löwdin charge in e.
Geometry (Å):
Zn1 1.940 -0.340 -3.354  0.804
S1 0.791 0.897 0.443  0.167
O1 0.020 2.132 0.528  -0.278
O2 0.201 0.048 -0.487  -0.195
O3 2.029 1.034 -0.360  -0.181
O4 1.056 0.332 1.773  -0.293
C1 2.344 7.696 -0.906  -0.014
C2 1.833 8.224 0.355  -0.575
O5 1.903 9.428 0.605  0.032
N1 1.164 7.406 1.185  0.000
C3 0.607 7.885 2.426  -0.083
H1 2.476 6.624 -0.758  0.070
H2 3.383 7.938 -1.130  0.092
H3 1.702 7.669 -1.786  0.090
H4 1.054 6.423 0.981  0.135
H5 1.318 8.061 3.233  0.090
H6 -0.223 7.198 2.593  0.084
H7 0.013 8.794 2.333  0.083
C4 -1.270 4.967 -6.199  -0.013
C5 -0.997 4.330 -4.861  -0.545
O6 -0.213 3.386 -4.836  0.009
N2 -1.553 4.835 -3.718  0.019
C6 -2.385 6.060 -3.641  -0.077
H8 -0.664 4.370 -6.880  0.082
H9 -0.875 5.982 -6.259  0.080
H10 -2.285 5.054 -6.585  0.081
H11 -1.321 4.466 -2.807  0.135
H12 -3.280 5.979 -4.258  0.078
H13 -1.779 6.836 -4.107  0.071
H14 -2.644 6.560 -2.708  0.084
C7 -7.594 -3.496 2.582  0.001
C8 -6.284 -3.970 2.066  -0.647
O7 -5.527 -4.529 2.797  0.061
N3 -6.024 -3.694 0.796  0.015
C9 -4.657 -3.904 0.270  -0.057
H15 -8.056 -4.358 3.062  0.092
H16 -8.181 -3.114 1.746  0.071
H17 -7.403 -2.651 3.243  0.094
H18 -6.769 -3.350 0.207  0.130
H19 -4.580 -3.872 -0.817  0.080
H20 -4.322 -4.907 0.532  0.074
H21 -3.934 -3.250 0.758  0.084
C10 -5.868 1.804 -0.269  -0.005
C11 -6.452 2.668 0.890  -0.523
O8 -7.338 3.515 0.792  0.029
N4 -5.814 2.502 2.076  -0.005
C12 -6.040 3.376 3.247  -0.068
H22 -6.613 1.333 -0.911  0.069
H23 -5.236 0.946 -0.040  0.065
H24 -5.385 2.419 -1.028  0.075
H25 -4.974 1.945 2.145  0.125
H26 -5.434 3.223 4.140  0.081
H27 -7.096 3.380 3.516  0.080
H28 -5.896 4.412 2.940  0.078
C13 -0.376 -5.997 3.684  -0.002
C14 -0.386 -7.380 3.153  -0.615
O9 0.659 -8.028 3.075  0.026
N5 -1.579 -7.832 2.915  -0.005
C15 -1.842 -9.166 2.524  -0.076
H29 -1.299 -5.476 3.430  0.076
H30 0.429 -5.519 3.126  0.086
H31 -0.172 -5.956 4.754  0.094
H32 -2.414 -7.308 3.136  0.147
H33 -1.798 -9.725 3.459  0.090
H34 -1.081 -9.617 1.888  0.091
H35 -2.865 -9.269 2.162  0.088
C16 -0.103 3.078 7.964  -0.003
C17 -1.164 1.917 7.771  -0.568
O10 -1.617 1.271 8.702  0.040
N6 -1.363 1.657 6.500  -0.011
C18 -1.813 0.310 6.158  -0.051
H36 -0.571 3.988 7.588  0.068
H37 0.813 2.951 7.387  0.063
H38 0.243 3.282 8.977  0.073
H39 -0.783 2.180 5.859  0.135
H40 -2.101 0.244 5.109  0.078
H41 -2.604 -0.053 6.814  0.090
H42 -0.873 -0.240 6.200  0.088
C19 4.121 -5.414 -0.272  -0.012
C20 3.125 -5.269 -1.421  -0.529
O11 3.038 -4.213 -2.051  0.019
N7 2.279 -6.330 -1.406  -0.021
C21 1.163 -6.543 -2.244  -0.094
H43 4.918 -5.929 -0.809  0.084
H44 3.870 -5.841 0.699  0.079
H45 4.407 -4.417 0.062  0.078
H46 2.113 -6.876 -0.572  0.134
H47 1.391 -7.022 -3.196  0.084
H48 0.756 -5.554 -2.452  0.086
H49 0.472 -7.190 -1.703  0.088
C22 7.160 -0.780 -5.829  -0.010
C23 6.464 0.403 -5.280  -0.572
O12 5.257 0.494 -5.299  0.007
N8 7.216 1.458 -4.822  -0.006
C24 6.670 2.741 -4.420  -0.071
H50 7.055 -1.624 -5.148  0.089
H51 8.207 -0.669 -6.112  0.080
H52 6.594 -1.179 -6.670  0.089
H53 8.208 1.272 -4.832  0.128
H54 7.489 3.414 -4.675  0.082
H55 6.518 2.670 -3.343  0.082
H56 5.743 3.145 -4.826  0.088
C25 4.172 -0.350 6.409  -0.004
C26 5.078 0.641 5.776  -0.551
O13 6.297 0.715 6.138  -0.028
N9 4.661 1.506 4.897  0.003
C27 5.456 2.549 4.303  -0.063
H57 3.858 0.059 7.369  0.089
H58 4.515 -1.380 6.505  0.090
H59 3.205 -0.393 5.907  0.068
H60 3.736 1.412 4.502  0.143
H61 5.621 2.295 3.256  0.087
H62 6.365 2.850 4.824  0.089
H63 4.861 3.462 4.326  0.078
C28 -2.292 -1.865 -7.400  0.008
C29 -0.823 -2.373 -7.311  -0.500
O14 -0.088 -2.176 -6.326  -0.016
N10 -0.257 -2.896 -8.438  -0.009
C30 1.153 -3.030 -8.577  -0.106
H64 -2.627 -1.862 -8.437  0.067
H65 -2.461 -0.931 -6.864  0.083
H66 -2.842 -2.674 -6.919  0.076
H67 -0.846 -3.131 -9.223  0.132
H68 1.436 -3.297 -9.595  0.082
H69 1.656 -3.784 -7.971  0.085
H70 1.722 -2.113 -8.422  0.088

Atoms 1-3, force components in eV/Å:
0.08 0.28 0.47
-0.12 3.50 6.28
0.61 0.05 -0.13